# 1
Molecular formula: C30H25BrN3ReSi
Method: DFT, ωB97M-V/def2-TZVPD

## Properties
E_HOMO (alpha / beta) ... -17.0 / -16.9 eV
Orbital gap (alpha / beta) ... 5.872 / 5.993 eV
Largest force on an atom ... 0.6 eV/Å
Energy above the lowest of the compared OMol25 structures with the same formula, charge and spin ... 31.0 kcal per mole

Structure (ORCA input):
```
! wB97M-V def2-TZVPD RIJCOSX def2/J DEFGRID3
* xyz 3 2
Re 0.48617 0.58408 -0.74487
C 0.14901 1.01400 4.78341
C 0.98024 0.91747 3.53904
C 2.37746 0.90001 3.57548
C 3.14435 0.80111 2.41487
C 2.44849 0.71032 1.24279
Br 3.15265 0.54311 -0.50604
N 1.10678 0.72651 1.16069
C 0.37656 0.84358 2.29351
H 0.77670 1.04142 5.67028
H -0.51969 0.15716 4.86499
H -0.46136 1.91700 4.77133
H 2.88293 0.97101 4.53113
H 4.22461 0.79395 2.43701
H -0.69826 0.87971 2.16695
C -3.90830 0.33031 -1.44024
C -2.58476 -0.03576 -1.19388
N -1.59171 0.85311 -1.08956
C -1.90736 2.16809 -1.35024
C -3.20967 2.62305 -1.54289
C -4.23712 1.65584 -1.56294
C -3.43452 4.01886 -1.78779
C -2.39588 4.86929 -1.95530
C -1.04671 4.38592 -1.91497
C 0.07593 5.16752 -2.25543
C 1.32414 4.59274 -2.27070
C 1.46850 3.25276 -1.91684
N 0.42895 2.49797 -1.55685
C -0.81729 3.05158 -1.57907
H -4.65492 -0.44677 -1.51537
H -2.34065 -1.07356 -1.03798
H -5.26329 1.96183 -1.72300
H -4.45410 4.36967 -1.87375
H -2.56731 5.91636 -2.16631
H -0.05510 6.20736 -2.52770
H 2.19938 5.15602 -2.55998
H 2.44011 2.78364 -1.91854
C -2.78661 -4.38776 1.14696
C -2.60912 -3.06052 1.52145
C -1.71916 -2.26131 0.82520
C -0.99542 -2.76917 -0.25581
C -1.17936 -4.11156 -0.61761
C -2.07374 -4.91092 0.07888
Si 0.26744 -1.94969 -1.33547
C 1.97203 -2.45135 -0.89879
C 2.93543 -2.66607 -1.90005
C 4.21155 -3.07947 -1.56263
C 4.55110 -3.25102 -0.22374
C 3.61271 -3.03450 0.78236
C 2.33205 -2.63504 0.44847
H -3.47644 -5.01583 1.69389
H -3.16954 -2.65695 2.35354
H -1.59996 -1.22571 1.13157
H -0.62909 -4.54480 -1.44667
H -2.20812 -5.94404 -0.21093
H 0.03569 -2.03392 -2.79212
H 2.67162 -2.53969 -2.94380
H 4.94347 -3.27723 -2.33385
H 5.55054 -3.57432 0.03684
H 3.88463 -3.20770 1.81490
H 1.58331 -2.51772 1.22621
*
```

=====

# 2
Molecular formula: C30H25ClCuF6N5O14P
Method: DFT, ωB97M-V/def2-TZVPD

## Properties
E_HOMO (alpha / beta) ... -9.6 / -9.6 eV
Orbital gap (alpha / beta) ... 7.174 / 6.114 eV
Largest force on an atom ... 2.9 eV/Å
Energy above the lowest of the compared OMol25 structures with the same formula, charge and spin ... 0.0 kcal per mole

Structure (ORCA input):
```
! wB97M-V def2-TZVPD RIJCOSX def2/J DEFGRID3
* xyz 0 2
Cu 0.59566 3.45398 -1.84673
P -1.29109 5.67035 -1.49651
F -0.53117 5.15683 -0.17640
F -2.66507 5.56017 -0.74794
F -0.82768 7.11839 -1.14405
F -2.00065 5.99821 -2.86520
F 0.39349 5.20372 -2.32817
F -1.49861 3.94227 -1.80581
Cl 1.07676 0.86826 -0.41825
O 0.41740 1.38287 0.73785
O 0.70357 -0.48027 -0.64000
O 0.63867 1.54808 -1.72171
O 2.45009 1.27346 -0.33645
C 1.87633 -3.20028 3.37552
C 0.94773 -4.20778 3.69987
C -0.41112 -3.95717 3.62139
C -0.80784 -2.68025 3.23207
C 0.07239 -1.63162 2.93780
C 1.45008 -1.93057 2.99344
N -2.29273 -2.41611 3.22604
O -3.02456 -3.26183 3.70591
O -2.68738 -1.36357 2.79768
H 2.93691 -3.41000 3.49099
H 1.27501 -5.23629 3.85346
H -1.22694 -4.66201 3.80857
H -0.28669 -0.64508 2.61101
H 2.14787 -1.13127 2.80443
C 1.02526 -1.51495 -3.60548
C 1.98480 -2.19342 -2.84520
C 3.17622 -2.59669 -3.33676
C 3.34037 -2.51250 -4.72155
C 2.39620 -1.97627 -5.55319
C 1.24953 -1.45194 -4.97284
N 4.54220 -3.16916 -5.30999
O 4.66504 -3.10220 -6.50701
O 5.37844 -3.59854 -4.56320
H 0.08773 -1.15246 -3.16888
H 1.78877 -2.33040 -1.79418
H 3.75726 -3.14519 -2.58212
H 2.56069 -2.00339 -6.61990
H 0.46059 -0.99385 -5.55352
C 6.16432 4.30642 0.80803
C 6.56247 3.75809 -0.41967
C 5.66719 3.08550 -1.24617
C 4.37136 3.17397 -0.92379
C 3.94300 3.49568 0.40257
C 4.85904 4.04939 1.24592
N 3.43873 2.98451 -1.97929
O 2.47409 3.83080 -1.93411
O 3.60591 2.20036 -2.85065
H 6.87212 4.81904 1.47132
H 7.55676 3.87645 -0.77156
H 5.97116 2.69454 -2.22197
H 2.93214 3.35369 0.65967
H 4.64853 4.25609 2.28200
C -2.99765 3.07919 1.86828
C -3.25498 1.73343 2.12577
C -4.42846 1.42684 2.78160
C -5.31818 2.42596 3.12402
C -5.12965 3.77868 2.87500
C -3.90947 4.09978 2.24240
N -6.58108 2.02745 3.82621
O -6.79735 0.86456 3.93106
O -7.35571 2.91348 4.14153
H -2.10618 3.41498 1.32671
H -2.54750 0.93568 1.87275
H -4.74037 0.44983 3.07546
H -5.93825 4.43053 3.06237
H -3.75528 5.15521 1.99472
C -0.81865 -4.21110 0.00633
C -1.65705 -3.10989 -0.03861
C -3.03372 -3.22528 -0.27227
C -3.56896 -4.50916 -0.30505
C -2.74973 -5.64769 -0.26785
C -1.38890 -5.48621 -0.13583
N -5.02174 -4.63641 -0.46594
O -5.45682 -5.74884 -0.67308
O -5.67618 -3.65083 -0.33050
H 0.26338 -4.09447 0.18274
H -1.25507 -2.09315 0.08059
H -3.66834 -2.38124 -0.36333
H -3.19243 -6.60734 -0.38297
H -0.82599 -6.44007 -0.03944
*
```

=====

# 3
Molecular formula: C30H25CoN5O6S2
Method: DFT, ωB97M-V/def2-TZVPD

## Properties
E_HOMO (alpha / beta) ... -1.8 / -2.3 eV
Orbital gap (alpha / beta) ... 6.474 / 6.912 eV
Largest force on an atom ... 0.4 eV/Å
Energy above the lowest of the compared OMol25 structures with the same formula, charge and spin ... 5.2 kcal per mole

Structure (ORCA input):
```
! wB97M-V def2-TZVPD RIJCOSX def2/J DEFGRID3
* xyz -2 2
Co -0.27867 -0.13806 0.05346
C -4.39179 0.57816 -1.40326
C -4.40200 0.23925 -2.75101
C -3.22311 -0.13734 -3.35582
C -2.04132 -0.17302 -2.59933
N -2.05080 0.10824 -1.29439
C -3.19166 0.48967 -0.72311
N -0.88880 -0.49808 -3.30826
C 0.30848 -0.43224 -2.82917
N 0.80709 -0.06008 -1.61404
C 2.16510 -0.19489 -1.61735
N 3.06070 -0.01589 -0.70888
C 2.80262 0.23873 0.63285
C 3.89599 0.71376 1.37490
C 3.75733 0.93314 2.72646
C 2.53132 0.66534 3.32614
C 1.50257 0.20549 2.52525
N 1.62449 -0.00055 1.21361
C 2.60329 -0.61057 -2.98795
C 3.85360 -0.85856 -3.51642
C 3.91214 -1.27530 -4.84480
C 2.74978 -1.44191 -5.59723
C 1.49458 -1.19582 -5.04494
C 1.45496 -0.77532 -3.73112
H -5.28928 0.87905 -0.88028
H -5.32251 0.27291 -3.32405
H -3.16693 -0.40152 -4.40244
H -3.11749 0.73467 0.32844
H 4.82855 0.88279 0.85472
H 4.59463 1.30091 3.30989
H 2.36709 0.81500 4.38499
H 0.51776 0.00268 2.92659
H 4.74000 -0.73519 -2.90781
H 4.87415 -1.48334 -5.29986
H 2.82703 -1.77651 -6.62584
H 0.57853 -1.32915 -5.60559
O 0.35552 -4.44114 -0.48311
S 0.35788 -3.27742 0.37899
O 1.65175 -2.91310 0.91553
O -0.38258 -2.15614 -0.21698
C -0.56638 -3.81342 1.84040
C -0.16371 -5.07677 2.27364
C -0.65549 -5.64209 3.43554
C -1.56695 -4.93250 4.20118
C -1.98516 -3.68364 3.77634
C -1.51154 -3.10870 2.59548
S -2.34352 -1.55230 2.16195
O -3.03443 -1.17183 3.38034
O -3.20367 -1.90387 1.05421
O -1.29791 -0.56876 1.83205
H 0.55472 -5.60899 1.66444
H -0.32367 -6.62784 3.74176
H -1.95872 -5.34904 5.12237
H -2.70316 -3.11716 4.35190
C 0.78799 5.07878 0.22479
C -0.50480 4.41488 0.72064
C -1.69690 5.00175 -0.04897
C -0.67902 4.71501 2.21677
C -0.43224 2.96163 0.50618
C -0.37038 1.75899 0.32800
H 0.75470 6.16348 0.38143
H 0.92966 4.87958 -0.83848
H 1.64782 4.67036 0.75792
H -1.76252 6.08571 0.10123
H -2.62648 4.54179 0.28993
H -1.59401 4.79811 -1.11595
H -0.74485 5.79506 2.39278
H 0.16553 4.31550 2.78055
H -1.58492 4.23762 2.59281
*
```

=====

# 4
Molecular formula: C30H25F3IN2O7S3
Method: DFT, ωB97M-V/def2-TZVPD

## Properties
E_HOMO ... -4.8 eV
Orbital gap ... 5.759 eV
Largest force on an atom ... 3.3 eV/Å
Energy above the lowest of the compared OMol25 structures with the same formula, charge and spin ... 0.0 kcal per mole

Structure (ORCA input):
```
! wB97M-V def2-TZVPD RIJCOSX def2/J DEFGRID3
* xyz -1 1
O 2.71233 -3.59204 -2.27416
C 3.52548 -2.87012 -1.73656
C 5.01460 -3.10888 -1.89044
C 5.82908 -2.06816 -1.95237
C 5.24729 -0.66819 -1.90965
O 5.71948 0.22464 -2.58346
C 4.04593 -0.52051 -0.99671
C 3.76379 0.61617 -0.27725
C 4.67781 1.85549 -0.41704
C 4.09107 2.70924 -1.57683
C 4.98102 3.88761 -2.01547
I 7.01232 3.37599 -2.50028
C 2.65009 0.66344 0.57758
S 2.18323 2.06561 1.56759
O 1.09905 1.74464 2.44370
O 1.79664 3.16702 0.71873
C 3.58221 2.71057 2.63022
F 4.56627 1.83205 2.81581
F 4.06073 3.84468 2.09603
F 3.08428 3.04766 3.81803
C 1.79650 -0.41435 0.68772
C 2.05905 -1.59484 -0.07582
C 1.09528 -2.80590 -0.01577
C 0.21288 -2.69204 -1.33033
C -1.30357 -2.51311 -1.03151
S -2.03925 -1.06229 -1.89408
C -2.70568 -0.03309 -0.56120
S -1.67749 0.37740 0.63923
N -4.04442 0.41252 -0.63027
C -4.39562 1.35966 0.40458
C -4.71553 0.99967 1.70556
C -5.03964 1.93575 2.66426
C -5.07620 3.27499 2.30003
C -4.77865 3.66808 1.00603
C -4.44377 2.69715 0.07231
C -5.02014 -0.64874 -0.71358
C -4.78058 -1.99187 -0.48377
C -5.79117 -2.93304 -0.62654
C -7.07361 -2.56903 -0.98716
C -7.32619 -1.20795 -1.17770
C -6.32355 -0.27564 -1.05102
C 3.17004 -1.64589 -0.89921
H 5.39462 -4.13159 -1.91723
H 6.91064 -2.17765 -2.04622
H 5.68307 1.48686 -0.64139
H 4.73485 2.42658 0.51141
H 3.80712 2.04679 -2.40453
H 3.14561 3.12994 -1.19350
H 4.54969 4.29434 -2.93987
H 4.91475 4.69197 -1.27503
H 0.94720 -0.33084 1.36304
H 1.63060 -3.75931 -0.07902
H 0.45091 -2.78401 0.86604
H 0.52771 -1.80005 -1.88962
H 0.40634 -3.56383 -1.96072
H -1.81975 -3.39878 -1.43373
H -1.52972 -2.41484 0.03675
H -4.65805 -0.06776 1.93506
H -5.25643 1.59230 3.67304
H -5.35629 4.01644 3.04992
H -4.81377 4.72966 0.77013
H -4.22953 3.04301 -0.94169
H -3.79061 -2.33382 -0.19373
H -5.55551 -3.98579 -0.46548
H -7.86130 -3.30787 -1.11834
H -8.34789 -0.92491 -1.43605
H -6.59792 0.76712 -1.21592
N 1.31881 -2.12388 4.10852
O 0.76613 -2.17584 2.97857
O 2.54738 -2.31265 4.20083
O 0.63993 -1.88592 5.11949
*
```